(1)
Molecular formula: C20H19Br2N6PbS
Method: DFT, ωB97M-V/def2-TZVPD

Last column: Mulliken charge in e.
Cartesian coordinates (Å):
C -1.25462 0.02005 2.22853  0.142
C 1.07300 0.55605 2.22071  0.053
S -0.07081 -2.01644 -2.09258  -0.370
H -1.38080 3.35911 -5.12347  0.404
C -3.22798 -0.54143 -0.77078  0.057
C -4.76818 -0.57255 1.03795  -0.544
C 3.51642 0.29914 2.11422  0.954
H -2.18862 3.75315 -3.56551  0.369
H 2.49280 0.36243 -3.48036  0.284
N 1.48230 0.25260 -3.51042  -0.499
C 2.47599 1.49578 3.97312  -1.090
C 4.64970 -0.23617 1.46039  -0.618
H -0.61291 -0.14265 4.29517  0.792
Br 0.28597 3.58235 -3.28980  -0.090
H 0.66972 -3.05557 -5.42646  0.218
C -4.53914 -0.68121 -0.30809  -1.093
C -1.42283 3.16948 -4.05870  -0.491
H -2.87154 -0.31537 5.22904  0.436
H 5.32303 -1.29794 -0.27518  0.431
C -3.82220 -0.32772 3.30560  -0.513
Br -1.88962 1.29227 -3.83832  -0.053
C -3.67250 -0.34678 1.89909  0.836
H 3.05582 -1.33177 -1.29611  0.432
H 4.57296 1.09750 3.81668  0.456
H 1.47774 -0.94626 -5.20453  0.222
H 1.09037 1.06152 -3.98933  0.228
H -4.81560 -0.45717 3.72099  0.457
C -2.38981 -0.20183 1.33696  0.304
H 0.35814 1.75224 3.87149  0.815
H -3.01537 -0.64949 -1.82743  0.448
N 1.16904 -0.89769 -4.24148  -0.229
C 3.59895 0.96847 3.35888  -0.644
N -2.18423 -0.28485 0.01141  -0.003
C 4.48882 -0.85550 0.25001  -0.970
C 1.22450 1.28609 3.41948  -0.501
C 3.20888 -0.88633 -0.31920  0.057
C -2.73109 -0.23043 4.16049  -1.247
H -5.33897 -0.87727 -1.00755  0.442
H 5.62507 -0.15917 1.92491  0.473
N 2.12743 -0.40328 0.27216  -0.141
C 2.26244 0.15555 1.49429  0.591
C 0.50986 -1.93410 -3.71124  0.887
N 0.31043 -2.98812 -4.48477  -0.429
Pb 0.07563 0.45180 -1.06985  0.959
N -0.08355 0.19875 1.64617  0.018
H -5.76516 -0.67448 1.44873  0.491
H 2.57602 2.07280 4.88185  0.447
H -0.18791 -3.78594 -4.12174  0.216
C -1.46758 -0.08963 3.63457  -0.391

## Properties
HOMO-LUMO gap (spin up / spin down)	5.56 / 5.56	eV
HOMO (spin up / spin down)	-0.62912 / -0.62910	Eh
total charge	+3
F_max	0.106	eV/Å
multiplicity	1
lowest unoccupied orbital energy (spin up / spin down)	-11.56 / -11.56	eV
E	-6840.236839	Eh



(2)
Molecular formula: C20H19Br46N2O4S2
Method: DFT, ωB97M-V/def2-TZVPD

Last column: Mulliken charge in e.
Cartesian coordinates (Å):
Br -5.78999 1.63425 -1.56933  0.019
Br 2.56414 -7.63273 -0.74200  -0.043
Br 6.79652 6.28412 3.78526  -0.053
S 6.01856 -0.60048 0.92551  0.819
C 1.78772 -2.94189 5.29197  -0.440
H 5.27843 4.67118 2.66773  0.246
Br -9.27029 1.99352 -2.51246  -0.021
Br -7.23566 -7.98044 -3.96679  -0.045
C 0.73721 3.50232 -2.26142  -0.506
O 7.29007 -0.81687 0.27700  -0.655
Br 5.37956 6.42284 0.92408  -0.025
Br -8.94991 0.56339 0.32940  0.010
Br 4.72047 -2.27234 0.18043  -0.066
H -6.06540 -6.62156 -2.26353  0.279
Br -6.75974 -1.11233 -2.87467  0.095
C 9.12494 0.11757 -2.99076  -0.065
H 8.97746 -0.12464 -1.94401  0.125
C 6.09955 5.26998 2.29179  -0.218
C -11.67382 -0.35492 3.17236  0.355
Br -11.54821 2.30758 -0.29770  -0.033
Br -5.95324 -5.06629 -4.17734  0.017
Br -3.28983 -1.05048 3.65609  -0.080
Br -5.05642 2.55902 -6.80637  0.059
Br -3.98404 0.18938 -3.76493  0.124
C -2.56481 0.72114 3.40811  -0.445
C -6.79018 -6.35823 -3.02327  -0.287
Br -1.46165 -2.97382 -2.18323  0.043
N 5.47764 0.85025 0.42983  -0.360
H -10.92004 -0.01939 2.47075  -0.340
Br -3.24573 -1.46649 -0.00895  0.152
C -10.18135 1.16252 -1.02991  -0.345
H -5.78659 0.20055 -6.85185  0.251
Br -0.37433 -0.47454 -5.84114  0.003
O 3.82655 2.68460 0.68192  -0.677
N 0.60122 -1.53376 0.30763  0.080
Br -12.58709 -1.84245 2.35195  -0.013
C 2.45713 -0.17775 -0.52725  -1.433
Br 5.53735 8.87320 8.13396  -0.017
H -6.28986 1.07938 -3.92448  0.043
O 4.29434 1.47772 2.64179  -0.659
Br -12.86287 1.13188 3.47735  -0.020
Br 2.41364 -2.20850 3.61747  0.219
Br 8.49801 7.68074 8.04551  -0.006
Br 2.32322 -4.49169 -1.25828  0.124
C -6.26792 1.11279 -7.18522  -0.279
H 2.98014 -6.31464 -2.79342  0.334
H 2.11281 0.10853 2.81378  0.832
C 3.21693 -6.12512 -1.75530  -0.344
C 8.38368 -1.28760 4.75957  0.442
Br -8.31959 -5.61454 -2.11288  -0.010
Br -2.95999 -0.01768 -7.64826  -0.002
Br 10.21716 -1.44993 4.17985  -0.046
H 1.28797 3.46372 -3.19183  0.381
Br 6.04716 5.80724 8.86428  0.002
S 4.13850 1.38085 1.21196  1.556
Br 1.55973 2.23402 -1.05680  0.308
Br 10.57573 1.38715 -3.08482  -0.034
Br -1.09242 3.02125 -2.67009  -0.004
Br 0.86721 5.31636 -1.60530  -0.066
C -5.77954 0.52741 -3.14508  -0.106
C 0.84294 -1.08922 1.53437  -0.717
C 1.41009 -1.06998 -0.63702  -0.322
Br -4.12586 -4.34838 -1.07533  -0.025
Br 7.47398 0.87227 -3.62880  0.005
C 1.92551 -0.21668 1.79148  -1.054
Br 9.55758 -1.52900 -3.90039  -0.035
H -3.81205 -2.22225 -2.29149  -0.140
H 7.80678 -0.93844 3.90844  -0.255
H 3.05781 0.13803 -1.37574  0.798
Br -7.91671 1.27241 -6.19288  -0.040
H 1.49583 -3.96687 5.10556  0.393
Br 7.40473 4.05116 1.58742  0.024
C 2.76416 0.27587 0.80763  0.257
Br -6.58759 0.92450 -9.07752  -0.030
Br 7.64666 -2.99278 5.27631  -0.044
H -0.61732 0.69012 -8.01089  0.378
H 1.21759 -1.44860 -1.65218  0.343
Br 5.13239 -5.95350 -1.63264  -0.034
Br -0.78404 0.65730 2.65714  0.225
Br -1.34986 2.49272 -6.48411  -0.041
H -2.48789 1.17318 4.38843  0.384
Br 0.21618 -2.01494 5.92411  -0.050
H 0.21249 -1.42467 2.33698  0.558
Br -10.75546 -0.87873 4.78379  -0.015
O 6.17322 -0.75693 2.34808  -0.590
H -10.67800 0.28243 -1.41621  0.404
C 6.61961 7.31080 7.80402  0.173
Br -3.74592 1.83366 2.36109  -0.037
Br 3.17915 -2.98516 6.63051  -0.042
C -3.23851 -2.68622 -1.49874  -0.062
C -1.23643 0.67678 -7.12416  -0.376
H 6.47838 7.03949 6.76545  -0.177
Br 8.19031 0.02630 6.15860  -0.034

## Properties
HOMO-LUMO gap	7.74	eV
HOMO	-0.25962	Eh
total charge	-1
F_max	3.439	eV/Å
multiplicity	1
lowest unoccupied orbital energy	0.68	eV
E	-120384.852503	Eh



(3)
Molecular formula: C20H19Cl3MoN4O5S5
Method: DFT, ωB97M-V/def2-TZVPD

Last column: natural (NBO) charge in e.
Cartesian coordinates (Å):
Cl -4.11062 0.37380 0.70761  0.017
H -1.20971 2.82135 -1.33742  0.213
C 0.58355 -3.25230 -0.49379  -0.134
C 1.64242 -2.42716 -0.85895  -0.172
N -1.54162 2.51963 1.25963  -0.757
O 1.14509 -0.88689 0.86522  -0.721
H -5.45363 -0.33073 -1.63278  0.246
N 2.19023 1.40770 1.47540  -0.751
C 2.31071 -4.02971 -2.47482  0.074
H 1.15099 -5.81230 -2.65719  0.249
H -1.78963 2.72511 2.21870  0.422
O 4.10642 -3.65041 -3.88643  -0.374
C -1.02961 3.72758 0.58458  -0.232
O -1.23297 0.29115 -0.12300  -0.733
H 3.52998 3.02282 1.07777  0.209
S -0.02334 1.11101 6.37304  0.470
Cl -5.07620 -1.01037 -4.37810  0.014
S 0.30316 1.96289 3.47585  -0.026
C -3.48521 0.01175 -0.87245  -0.098
C -1.70197 -0.18186 -2.42098  -0.095
C -2.09777 0.05239 -1.10078  0.340
H -0.43177 -5.11178 -0.85643  0.225
C -2.59912 -0.50878 -3.42348  -0.240
S -0.96676 -0.71168 8.52089  -0.042
C 2.46870 2.77920 1.01931  -0.230
H 2.54523 1.25079 2.40737  0.419
H 0.59407 1.63072 -1.29110  0.425
H -2.23877 -0.70455 -4.42394  0.246
H 1.92548 3.47922 1.65170  0.202
H 3.33343 -2.17395 -2.16053  0.266
H -2.38255 2.18048 0.80147  0.402
C 1.81911 -1.07811 -0.23273  0.804
C 2.00254 2.81742 -0.41372  -0.237
H 2.05404 3.82481 -0.82694  0.200
C -0.79721 -0.33491 6.93924  -0.571
C -3.94415 -0.57747 -3.13448  -0.035
C -0.83016 -0.32679 4.32239  -0.423
C 2.51567 -2.81416 -1.86172  -0.165
H 2.64592 2.16634 -1.00113  0.240
H -1.80645 4.47437 0.41960  0.208
S -1.34342 -1.34685 5.64414  0.480
S -1.13171 -0.75704 2.67871  0.151
C -0.43405 3.28470 -0.72524  -0.224
Cl -0.02677 -0.07902 -2.86142  0.022
H -0.04654 4.14232 -1.27599  0.205
O 2.54369 -0.24482 -0.78015  -0.706
O 3.10566 -5.54805 -4.03576  -0.376
Mo -0.00036 0.85077 1.27227  0.886
H -0.08158 -2.92793 0.29646  0.242
C 1.26602 -4.87049 -2.13926  -0.189
C -4.39687 -0.30135 -1.86063  -0.239
C -0.21405 0.81368 4.66545  -0.418
N 0.62322 2.27092 -0.50413  -0.624
N 3.25013 -4.44360 -3.55194  0.522
H -0.26708 4.16757 1.22600  0.206
C 0.39388 -4.47016 -1.13832  -0.219
H 2.64232 0.75271 0.83297  0.430

## Properties
energy relative to the best compared isomer or geometry (same formula, charge and spin)	50.67	kJ/mol
HOMO-LUMO gap (spin up / spin down)	5.79 / 5.80	eV
HOMO (spin up / spin down)	-0.27053 / -0.27053	Eh
total charge	0
F_max	2.489	eV/Å
multiplicity	1
lowest unoccupied orbital energy (spin up / spin down)	-1.58 / -1.56	eV
E	-4808.509766	Eh



(4)
Molecular formula: C20H19ClFN4O4Pd
Method: DFT, ωB97M-V/def2-TZVPD

Last column: natural (NBO) charge in e.
Cartesian coordinates (Å):
C 3.47243 1.01466 -1.58195  0.406
C 2.15093 0.93012 -1.26244  -0.256
H -0.95877 4.49701 -3.35370  0.245
H -7.31890 0.56686 1.02893  0.407
H -3.99344 -0.30785 1.93969  0.458
C 4.45021 0.31082 -0.88141  -0.222
C 4.53383 -2.55070 1.48167  -0.405
C -1.33237 -1.02286 1.84801  0.798
C -3.45971 1.66815 -2.87956  0.035
C 1.76692 0.10436 -0.19442  -0.057
C 0.03333 -0.80303 1.25371  -0.340
H 5.49521 -0.65297 1.77080  0.228
H 5.48655 0.41414 -1.17648  0.243
H -4.15446 0.86371 -2.68964  0.243
H 4.24246 -3.21461 0.66254  0.217
O -0.45160 0.72371 -0.52474  -0.671
C 2.73589 -0.62279 0.51084  0.144
H 0.75682 -2.12970 2.70955  0.262
C -1.64711 2.89072 -2.12875  0.049
C 1.04605 -1.50014 1.88240  0.179
H -5.65018 -0.19814 2.50920  0.404
H -2.69091 4.07789 -5.11548  0.250
H 3.63117 -1.61793 3.18051  0.210
O -2.35221 -0.40967 1.32003  -0.771
F 3.86009 1.79256 -2.60023  -0.306
O -1.44688 -1.75152 2.81224  -0.622
C -3.53717 2.43586 -4.02735  -0.068
Cl -4.75733 2.08689 -5.19005  0.061
N 2.32951 -1.45529 1.55474  -0.308
Pd -2.41698 0.71231 -0.29929  1.035
O -4.46101 0.75970 -0.28545  -0.722
C -1.67819 3.69792 -3.24901  -0.226
H 1.40733 1.47867 -1.81952  0.248
C 5.13597 -1.26821 0.93980  -0.428
C 0.36196 0.02359 0.16886  0.488
C 2.71462 -3.54185 2.88344  -0.625
H 3.51738 -4.14019 3.31230  0.240
C 4.10015 -0.50434 0.16675  0.004
C -2.63704 3.47025 -4.22273  -0.154
H 1.98154 -3.38459 3.67154  0.227
C -5.29435 0.52280 0.63659  0.804
H -0.91395 3.02179 -1.34706  0.232
N -4.95571 0.00711 1.81388  -0.802
C 3.32157 -2.25423 2.34646  -0.026
N -2.52611 1.89864 -1.95497  -0.423
N -6.58249 0.83555 0.40256  -0.800
H 5.99671 -1.47302 0.30426  0.238
H 2.25388 -4.11787 2.07940  0.225
H 5.25839 -3.08719 2.09338  0.236
H -6.82401 1.20289 -0.49984  0.418

## Properties
energy relative to the best compared isomer or geometry (same formula, charge and spin)	0.00	kJ/mol
HOMO-LUMO gap	8.63	eV
HOMO	-0.42059	Eh
total charge	+1
F_max	0.113	eV/Å
multiplicity	1
lowest unoccupied orbital energy	-2.82	eV
E	-1981.404351	Eh



What did the first record say?
Molecular formula: C20H19Br2N6PbS
Method: DFT, ωB97M-V/def2-TZVPD

Last column: Mulliken charge in e.
Cartesian coordinates (Å):
C -1.25462 0.02005 2.22853  0.142
C 1.07300 0.55605 2.22071  0.053
S -0.07081 -2.01644 -2.09258  -0.370
H -1.38080 3.35911 -5.12347  0.404
C -3.22798 -0.54143 -0.77078  0.057
C -4.76818 -0.57255 1.03795  -0.544
C 3.51642 0.29914 2.11422  0.954
H -2.18862 3.75315 -3.56551  0.369
H 2.49280 0.36243 -3.48036  0.284
N 1.48230 0.25260 -3.51042  -0.499
C 2.47599 1.49578 3.97312  -1.090
C 4.64970 -0.23617 1.46039  -0.618
H -0.61291 -0.14265 4.29517  0.792
Br 0.28597 3.58235 -3.28980  -0.090
H 0.66972 -3.05557 -5.42646  0.218
C -4.53914 -0.68121 -0.30809  -1.093
C -1.42283 3.16948 -4.05870  -0.491
H -2.87154 -0.31537 5.22904  0.436
H 5.32303 -1.29794 -0.27518  0.431
C -3.82220 -0.32772 3.30560  -0.513
Br -1.88962 1.29227 -3.83832  -0.053
C -3.67250 -0.34678 1.89909  0.836
H 3.05582 -1.33177 -1.29611  0.432
H 4.57296 1.09750 3.81668  0.456
H 1.47774 -0.94626 -5.20453  0.222
H 1.09037 1.06152 -3.98933  0.228
H -4.81560 -0.45717 3.72099  0.457
C -2.38981 -0.20183 1.33696  0.304
H 0.35814 1.75224 3.87149  0.815
H -3.01537 -0.64949 -1.82743  0.448
N 1.16904 -0.89769 -4.24148  -0.229
C 3.59895 0.96847 3.35888  -0.644
N -2.18423 -0.28485 0.01141  -0.003
C 4.48882 -0.85550 0.25001  -0.970
C 1.22450 1.28609 3.41948  -0.501
C 3.20888 -0.88633 -0.31920  0.057
C -2.73109 -0.23043 4.16049  -1.247
H -5.33897 -0.87727 -1.00755  0.442
H 5.62507 -0.15917 1.92491  0.473
N 2.12743 -0.40328 0.27216  -0.141
C 2.26244 0.15555 1.49429  0.591
C 0.50986 -1.93410 -3.71124  0.887
N 0.31043 -2.98812 -4.48477  -0.429
Pb 0.07563 0.45180 -1.06985  0.959
N -0.08355 0.19875 1.64617  0.018
H -5.76516 -0.67448 1.44873  0.491
H 2.57602 2.07280 4.88185  0.447
H -0.18791 -3.78594 -4.12174  0.216
C -1.46758 -0.08963 3.63457  -0.391

## Properties
HOMO-LUMO gap (spin up / spin down)	5.56 / 5.56	eV
HOMO (spin up / spin down)	-0.62912 / -0.62910	Eh
total charge	+3
F_max	0.106	eV/Å
multiplicity	1
lowest unoccupied orbital energy (spin up / spin down)	-11.56 / -11.56	eV
E	-6840.236839	Eh